[1]
72
Properties=species:S:1:pos:R:3:forces:R:3 method="wB97M-V/def2-TZVPD" max_force_ev_per_a=0.51 multiplicity=1 total_charge=-2 gap_ev="5.71 / 5.64" de_lowest_kj_mol=401.6 e_tot_ev=-387512.3737
Rb -0.6534 0.6629 0.0166 -0.144 0.391 0.301
C -4.8360 -0.8072 -1.1358 -0.010 -0.002 -0.001
C -3.9123 -1.9459 -1.4391 0.015 0.000 -0.035
N -4.1885 -2.7416 -2.4435 -0.003 -0.004 0.008
C -3.3502 -3.7664 -2.7199 -0.013 0.019 0.011
C -2.2094 -4.0148 -1.9982 -0.019 0.010 0.004
C -1.3448 -5.1945 -2.3533 0.009 0.000 0.035
O -1.3513 -6.2368 -1.3720 -0.001 -0.002 -0.007
C -1.9026 -3.1898 -0.8950 -0.012 -0.071 -0.006
C -0.7023 -3.4885 -0.1066 0.052 0.026 -0.006
N -0.5429 -3.5316 1.1582 -0.043 0.017 0.004
C -1.6373 -3.3824 2.0263 0.043 -0.005 -0.001
C -2.7439 -4.2265 1.9370 -0.029 0.005 0.027
C -3.7736 -4.1455 2.8592 0.013 -0.001 -0.008
C -3.7152 -3.2200 3.8915 -0.002 0.001 -0.001
C -2.6158 -2.3805 3.9973 0.014 0.005 -0.012
C -1.5814 -2.4703 3.0802 -0.053 -0.065 -0.009
I 0.0327 -1.1635 3.2067 -0.004 0.022 -0.016
C -2.7498 -2.0899 -0.5760 0.019 -0.031 -0.058
O -2.5281 -1.2579 0.3493 -0.032 -0.198 -0.013
H -5.7135 -0.8652 -1.7776 0.001 0.003 -0.001
H -4.3329 0.1508 -1.2897 0.005 -0.008 -0.004
H -5.1274 -0.8241 -0.0837 -0.009 -0.004 -0.005
H -3.6252 -4.4055 -3.5536 -0.004 0.000 0.003
H -0.3110 -4.8791 -2.5424 -0.009 0.002 -0.004
H -1.7201 -5.6507 -3.2692 -0.002 -0.009 -0.009
H -1.0970 -5.8483 -0.5269 0.002 0.001 -0.006
H 0.1991 -3.7323 -0.6794 -0.005 -0.009 0.004
H -2.7949 -4.9388 1.1222 0.006 0.003 0.006
H -4.6283 -4.8040 2.7633 -0.001 0.003 0.003
H -4.5222 -3.1440 4.6094 0.002 0.000 0.000
H -2.5623 -1.6443 4.7883 -0.004 -0.001 0.002
C 2.1923 4.7154 3.6631 0.009 -0.010 -0.009
C 2.5122 3.5119 2.8246 0.047 0.082 0.022
C 3.7435 3.3251 2.2118 0.013 -0.013 -0.027
C 3.9685 2.2141 1.4128 -0.013 0.052 0.002
C 2.9132 1.3386 1.2561 -0.133 0.011 -0.100
Br 3.1084 -0.1689 0.0943 0.036 0.009 0.047
N 1.7330 1.4807 1.8103 0.139 -0.140 0.180
C 1.5433 2.5445 2.5924 -0.120 -0.041 -0.090
H 3.0805 5.3286 3.8197 -0.003 0.003 -0.005
H 1.7944 4.4212 4.6360 -0.015 -0.008 0.001
H 1.4433 5.3336 3.1605 0.021 -0.032 0.031
H 4.5266 4.0636 2.3403 -0.005 0.002 -0.004
H 4.9061 2.0513 0.9031 0.004 0.006 -0.004
H 0.5452 2.6610 2.9997 0.029 -0.016 0.034
Se 1.3187 6.8450 0.6954 0.033 0.094 -0.005
Sb -0.1531 5.0082 -0.0516 -0.055 -0.127 0.066
Se -1.1440 6.7958 -1.4476 -0.009 0.031 0.002
Se -1.6196 4.0548 1.6563 0.017 -0.052 -0.103
Se 1.0406 3.2727 -1.2897 0.167 -0.034 -0.262
C 1.6572 -1.1324 -5.9504 0.006 -0.009 -0.045
C 0.8708 -1.1578 -4.6576 -0.015 0.013 0.052
C 0.8138 -2.5667 -4.0798 0.015 0.003 0.014
O 1.5686 -0.3268 -3.6780 -0.145 -0.094 -0.062
B 0.5860 0.2147 -2.8978 0.260 0.141 0.027
O -0.6736 0.0513 -3.3801 -0.064 -0.003 0.070
C -0.5338 -0.4891 -4.7285 0.038 0.008 0.005
C -0.5788 0.6982 -5.6788 -0.021 0.024 -0.012
C -1.6839 -1.4393 -4.9819 -0.025 -0.001 0.005
H 2.6247 -1.6125 -5.7976 -0.006 -0.002 0.004
H 1.8309 -0.1118 -6.2860 0.000 -0.010 0.005
H 1.1218 -1.6770 -6.7325 0.003 0.001 -0.001
H 1.8287 -2.8998 -3.8582 -0.003 0.010 0.000
H 0.3574 -3.2676 -4.7816 0.008 0.004 -0.007
H 0.2335 -2.5811 -3.1548 0.002 0.008 -0.017
H 0.2399 1.3915 -5.4822 -0.004 -0.008 0.002
H -1.5153 1.2332 -5.5222 0.007 -0.001 0.002
H -0.5307 0.3728 -6.7202 -0.009 -0.003 0.002
H -1.7737 -2.1858 -4.1942 0.006 0.011 -0.022
H -1.5561 -1.9450 -5.9432 -0.004 -0.005 -0.002
H -2.6196 -0.8800 -5.0092 0.007 -0.001 -0.004



[2]
112
Properties=species:S:1:pos:R:3:forces:R:3 method="wB97M-V/def2-TZVPD" max_force_ev_per_a=2.81 multiplicity=5 total_charge=0 gap_ev="9.02 / 8.22" de_lowest_kj_mol=231.2 e_tot_ev=-157116.6156
Fe 0.0336 0.3223 -2.7799 0.057 0.221 -1.274
O -0.1118 0.4811 -4.7615 0.043 0.436 -0.345
H -0.0740 1.1765 -5.4467 -0.167 -0.662 0.824
Br 0.4788 0.3068 -0.2527 -0.067 -0.046 0.101
C -2.2213 3.4999 -2.0167 -1.004 1.995 -1.119
C -2.1859 2.5541 -3.2036 0.909 0.160 1.692
O -1.8201 1.3298 -2.5073 -0.385 0.097 -2.078
H -1.3031 3.7376 -1.4796 0.236 -0.437 -0.446
H -2.9754 3.2499 -1.2704 -0.010 -0.426 -0.173
H -2.5953 4.4102 -2.4852 0.042 0.779 0.440
H -1.5255 2.8566 -4.0163 0.823 -0.434 0.564
H -3.1325 2.5531 -3.7440 -0.467 -0.677 0.534
H -2.6216 1.2164 -1.9912 -0.372 -0.946 0.817
C 6.6217 1.7582 -1.9722 0.982 1.533 -0.795
C 5.5206 1.7220 -0.9343 1.506 -0.858 -1.103
O 5.3588 0.3445 -0.7277 -0.753 -0.183 0.283
H 6.7649 2.7609 -2.3748 0.275 0.540 0.541
H 6.5411 1.2615 -2.9391 -0.892 -0.820 0.391
H 7.5666 1.4171 -1.5491 -0.043 0.059 0.104
H 4.6266 2.2360 -1.2875 -0.280 0.005 0.148
H 5.9062 2.1302 0.0000 -0.171 0.703 -0.025
H 4.6831 0.3027 -0.0471 -0.494 -0.951 0.447
C 4.9222 0.3462 3.0235 -1.397 -1.121 -1.207
C 3.5744 0.5413 2.3277 -0.030 2.490 1.294
O 3.4025 -0.2170 1.1873 0.480 -1.206 -0.597
H 4.8794 -0.7339 3.1641 0.824 -0.109 0.599
H 5.0144 0.9046 3.9551 0.057 -0.087 -0.239
H 5.6732 0.5657 2.2647 0.361 0.106 0.403
H 3.5026 1.5792 2.0027 0.029 0.587 0.185
H 2.7009 0.4016 2.9645 0.245 -0.230 0.625
H 2.4950 0.0024 0.9640 -0.489 -0.375 -1.046
C -4.3329 0.0618 5.6129 0.029 -0.743 -0.882
C -3.0374 -0.4663 4.9629 0.622 0.421 0.122
O -2.7379 0.0687 3.6612 -1.357 0.678 -0.255
H -5.1661 -0.5276 5.2301 -0.249 0.385 -0.455
H -4.4960 1.1275 5.4524 0.062 -0.093 0.060
H -4.3898 -0.1904 6.6718 0.596 0.286 0.117
H -3.1125 -1.5479 4.8510 0.196 -0.130 0.406
H -2.1829 -0.1555 5.5640 0.004 -0.488 0.406
H -1.9323 -0.2904 3.2822 0.490 -0.312 0.536
C 4.3111 -0.8574 -3.5877 0.322 -0.019 0.798
C 3.1743 -0.2404 -2.8199 -0.014 1.338 -1.165
O 1.9411 -0.6312 -3.4078 -0.452 -0.885 0.995
H 5.2283 -0.4759 -3.1391 0.127 -0.469 -0.034
H 4.3243 -0.5665 -4.6381 -0.272 0.039 -0.063
H 4.2297 -1.9412 -3.5044 0.376 -0.099 -0.060
H 3.1765 0.8339 -3.0039 0.498 0.365 0.328
H 3.1821 -0.3452 -1.7350 -0.095 -0.662 -0.242
H 2.0954 -1.0244 -4.2699 -0.304 0.177 -0.101
C -2.2645 -2.5690 -1.3131 -1.023 -0.126 0.861
C -1.0203 -2.7720 -2.0861 1.047 1.250 0.385
O -0.8663 -1.6710 -3.0052 -0.451 -1.422 -0.595
H -2.4353 -1.6057 -0.8325 0.807 0.165 0.158
H -2.2887 -3.3435 -0.5465 -0.448 -0.070 0.114
H -3.1436 -2.6244 -1.9552 -0.066 -0.555 -0.191
H -1.0648 -3.7421 -2.5811 0.214 0.091 -0.351
H -0.0925 -2.7054 -1.5178 -0.228 -0.378 0.522
H -1.3078 -2.0341 -3.7765 0.099 1.067 -0.727
C -0.6724 -2.6043 2.0914 0.185 -0.034 -1.063
C 0.5086 -2.1259 2.8813 1.006 -1.951 1.608
O 0.4497 -0.8328 3.3683 -0.891 1.426 0.089
H -1.6422 -2.5625 2.5872 0.148 0.299 0.442
H -0.5301 -3.6559 1.8423 0.104 -0.055 -0.192
H -0.7417 -2.0271 1.1693 -0.167 -0.081 -0.175
H 1.5205 -2.2165 2.4863 -0.243 -0.428 -1.300
H 0.6239 -2.7853 3.7415 -0.331 0.000 0.472
H 0.5643 -0.3294 2.5589 -0.080 0.871 -0.067
C 2.7774 4.1807 -3.3476 -0.217 -0.678 0.108
C 1.6585 3.5066 -2.4479 0.404 1.287 -1.454
O 1.1361 2.2983 -3.0380 0.813 0.752 0.643
H 2.5802 4.3304 -4.4091 -1.099 -0.162 -0.086
H 3.6714 3.5643 -3.4422 0.225 -0.079 0.716
H 3.0458 5.1897 -3.0346 0.036 -0.194 0.549
H 0.8250 4.2054 -2.3773 -0.066 0.121 0.013
H 2.0252 3.3878 -1.4283 0.079 -0.658 -0.149
H 1.4354 2.2834 -3.9500 -0.197 -0.324 -0.234
C 2.2925 -4.7141 0.4172 0.810 -1.163 0.118
C 3.5409 -5.6217 0.2742 0.814 2.494 0.993
O 3.7143 -6.5314 1.3399 -0.989 -1.864 -0.298
H 1.4293 -5.3473 0.2121 -0.274 0.296 -0.024
H 2.3638 -3.8747 -0.2744 -0.174 0.009 0.051
H 2.2470 -4.3699 1.4504 -0.147 0.226 -0.083
H 4.4455 -5.0368 0.4406 -0.022 0.905 -0.985
H 3.5934 -5.9785 -0.7545 0.000 -1.063 0.447
H 3.9679 -6.0617 2.1378 -0.037 0.204 -0.228
C -5.4850 -2.3557 0.8858 0.509 0.153 -0.128
C -4.8009 -1.5845 2.0143 -1.460 -0.179 -1.049
O -4.1719 -0.4701 1.4040 0.334 -0.405 -0.469
H -4.7819 -2.8460 0.2125 0.264 0.015 0.112
H -5.9878 -1.6018 0.2801 -0.498 -0.328 0.085
H -6.1408 -3.1348 1.2745 -0.251 0.235 -0.048
H -4.2072 -2.2936 2.5910 0.646 0.495 0.130
H -5.6275 -1.2074 2.6165 0.125 -0.040 0.581
H -3.6322 -0.0123 2.0527 0.148 0.063 0.699
C -4.9274 0.1567 -3.2959 -1.383 -0.489 -0.271
C -5.3864 0.4534 -1.8717 0.238 -0.126 -0.162
O -4.2875 0.9893 -1.1508 0.203 0.569 -0.427
H -5.7701 -0.3663 -3.7479 -0.136 -0.273 -0.173
H -4.0762 -0.5132 -3.4172 0.187 0.315 0.362
H -4.8530 1.0346 -3.9377 0.482 0.179 0.361
H -5.8530 -0.4008 -1.3811 0.708 -0.531 0.017
H -6.2546 1.1120 -1.8976 0.226 0.777 -0.115
H -4.2402 0.7511 -0.2220 -0.450 -0.565 0.342
C -0.8644 3.6478 3.1354 0.412 0.196 0.004
C -1.5171 2.9698 4.3133 -0.837 0.271 0.068
O -1.5736 3.7830 5.4748 0.645 0.349 0.603
H -1.2024 3.2308 2.1867 0.009 -0.044 -0.005
H 0.2211 3.5629 3.1849 0.046 0.054 -0.046
H -1.1109 4.7089 3.1732 -0.053 0.081 -0.213
H -0.9861 2.0595 4.5917 -0.337 -0.077 -0.045
H -2.5725 2.8119 4.0913 0.107 -0.905 -0.434
H -2.2313 4.4622 5.3085 0.045 0.099 0.079



[3]
29
Properties=species:S:1:pos:R:3:forces:R:3 method="wB97M-V/def2-TZVPD" max_force_ev_per_a=4.62 multiplicity=1 total_charge=-1 gap_ev="5.92 / 5.93" de_lowest_kj_mol=134.2 e_tot_ev=-22957.2949
C 2.4520 -2.0477 -0.6499 -1.511 -0.594 2.216
C -2.1028 1.1052 1.5074 -3.174 0.014 -2.318
C -2.3573 1.5907 -0.9579 3.762 2.217 -1.496
C 2.8454 -0.6116 -0.6014 -0.565 3.128 0.182
C 2.2651 0.4162 0.4720 0.804 -0.789 0.718
C 0.8000 0.2328 0.8842 0.129 -0.507 -1.715
C -0.1199 0.7827 -0.2449 -1.343 -3.390 0.661
C -1.6190 0.8179 0.0514 0.927 -1.990 1.323
N -2.1997 -0.8783 -0.4529 -0.132 2.324 -1.007
O -1.6654 -1.2338 -1.5940 -0.079 0.567 1.931
S -1.6760 -1.9769 1.0235 -0.164 -0.688 -0.587
H 2.9272 -2.6066 0.1843 -0.243 0.161 -0.455
H 1.3645 -2.3450 -0.6624 0.906 0.854 0.105
H 2.8540 -2.3508 -1.5494 0.915 -1.372 -1.951
H -2.2058 2.1594 1.7820 0.217 0.491 -0.660
H -3.2701 0.7804 1.4439 2.716 0.128 0.832
H -1.5099 0.7433 2.3044 0.192 -1.282 0.671
H -2.0814 1.1516 -1.9324 -0.709 0.156 0.181
H -2.0444 2.7194 -1.0144 -0.193 -1.704 0.255
H -3.3339 1.6153 -0.7124 -3.593 -0.260 0.232
H 2.5589 -0.0654 -1.5400 0.395 -0.980 0.321
H 3.9526 -0.5530 -0.5128 -0.560 0.015 -0.205
H 2.9621 0.4868 1.3211 -0.311 -0.601 0.278
H 2.4042 1.3966 0.0631 -0.093 0.715 -0.634
H 0.6591 -0.8530 1.0167 -0.304 0.422 -0.189
H 0.4845 0.6585 1.8046 0.426 0.723 1.057
H -0.1106 -0.0363 -1.0423 0.247 1.243 0.101
H 0.1333 1.7266 -0.6227 1.053 1.398 -0.588
H -2.3664 -2.8251 0.2311 0.283 -0.401 0.742



[4]
80
Properties=species:S:1:pos:R:3:forces:R:3 method="wB97M-V/def2-TZVPD" max_force_ev_per_a=8.64 multiplicity=1 total_charge=0 gap_ev=7.40 de_lowest_kj_mol=278.1 e_tot_ev=-67397.8284
H 4.4895 -5.2015 5.5380 -0.007 -0.490 -0.075
N 3.8755 -5.5326 4.7866 -0.038 0.265 0.216
C 3.5174 -4.4958 4.1576 0.140 0.751 -0.413
C 2.5947 -4.4660 2.9395 -0.483 -0.117 0.288
C 1.2178 -5.2106 3.1172 -0.603 1.250 0.735
C 0.0260 -4.1902 3.0300 1.084 -0.800 0.778
O -1.0952 -4.9623 3.5238 -0.555 0.342 0.299
C -0.6227 -5.3949 4.7636 2.514 -0.041 -3.049
O -1.2039 -5.3573 5.7717 -1.366 -0.215 1.656
C 0.8483 -5.8817 4.4746 -1.733 -0.554 -0.154
P 0.6159 -7.6937 3.9984 2.267 -0.251 -0.267
N 1.9351 -8.2353 3.3042 -1.003 -0.052 -0.049
H 3.9248 -3.5135 4.4854 -0.372 -0.258 -0.388
H 3.1087 -4.9129 2.0716 -0.027 0.167 0.434
H 2.3854 -3.3937 2.6918 0.170 -0.845 0.122
H 1.0359 -5.9427 2.3158 0.430 0.303 0.144
H -0.0366 -3.8000 2.0081 -0.757 -0.009 0.471
H 0.1151 -3.4273 3.8287 0.531 0.357 -1.068
H 1.4595 -5.6989 5.3645 0.093 -0.409 -0.489
H -0.4979 -7.7280 3.1124 -0.153 0.242 0.763
H 0.3141 -8.4188 5.1820 -0.428 0.485 -0.172
H 1.7128 -8.5435 2.3579 0.294 -0.019 0.185
C -0.6103 1.5189 3.2668 0.177 0.555 0.100
N 0.3979 0.4822 3.2648 -0.861 -0.610 0.327
C 0.5307 -0.0906 4.5984 0.536 -0.187 -0.061
P 1.8053 0.2972 2.3025 -7.126 2.949 -3.896
O 1.5631 -1.1721 1.9727 3.786 -0.294 2.282
N 1.6132 0.8389 0.6406 0.360 -0.204 -0.767
C 0.4057 1.4871 0.1459 -0.353 0.518 0.179
C 1.9575 -0.1810 -0.3629 0.233 -0.203 0.143
N 2.4535 1.8689 2.7662 3.676 -1.976 2.009
C 2.0535 3.1826 2.3124 -0.764 0.193 -0.557
C 3.9265 1.8014 2.6523 0.016 -0.189 0.051
H -0.3255 2.3755 3.8981 -0.066 0.081 -0.070
H -1.5474 1.1294 3.6789 0.179 -0.197 0.059
H -0.8667 1.8722 2.2741 0.216 0.033 -0.052
H 1.1836 0.5297 5.2315 -0.092 -0.016 0.147
H 0.9601 -1.0946 4.5469 0.048 0.039 -0.047
H -0.4352 -0.1888 5.0969 -0.054 0.103 -0.179
H -0.4921 0.8681 0.2879 0.025 -0.016 -0.047
H 0.4877 1.6991 -0.9223 0.156 -0.232 0.004
H 0.2202 2.4644 0.5873 0.036 -0.060 0.237
H 1.1483 -0.9054 -0.5069 0.032 -0.080 -0.007
H 2.8580 -0.7268 -0.0820 -0.105 -0.012 0.029
H 2.1623 0.2906 -1.3273 -0.105 0.221 0.125
H 2.3824 3.3940 1.2867 -0.056 -0.139 -0.044
H 2.5147 3.9287 2.9663 0.185 -0.256 0.102
H 0.9867 3.3735 2.3826 -0.048 -0.258 -0.054
H 4.2408 1.7487 1.6013 0.071 0.104 -0.023
H 4.3086 0.9122 3.1657 -0.014 0.025 -0.024
H 4.4064 2.6664 3.1142 -0.122 0.015 0.014
C -1.0487 2.4896 -6.7826 -0.494 0.033 -0.322
N -1.2148 1.9439 -5.4543 1.041 -0.236 -0.209
C -0.9907 0.5035 -5.4716 -0.313 -0.151 0.498
P -2.2025 2.4622 -4.1520 3.921 5.886 -4.595
O -1.1133 2.3649 -3.0925 -2.886 -2.957 1.447
N -2.3613 4.2121 -4.0132 -0.159 0.684 0.610
C -1.7949 5.1432 -4.9772 -0.017 -0.018 -0.632
C -2.0003 4.7398 -2.6878 -0.044 -0.259 0.210
N -3.6804 2.3816 -5.1081 -1.733 -3.222 2.743
C -4.1576 3.3008 -6.1169 0.498 0.728 -0.356
C -4.8055 2.1352 -4.1800 0.101 -0.119 0.130
H -1.8064 2.1104 -7.4867 0.006 0.110 -0.074
H -0.0750 2.1963 -7.1894 -0.023 -0.151 0.218
H -1.0461 3.5742 -6.8059 -0.188 0.014 0.112
H -1.8959 -0.0329 -5.7949 0.082 -0.112 -0.106
H -0.7176 0.1432 -4.4771 -0.053 0.053 0.016
H -0.1732 0.2275 -6.1397 -0.019 0.217 -0.045
H -0.7074 5.0232 -5.0902 -0.008 0.034 0.036
H -1.9788 6.1751 -4.6681 -0.024 -0.116 0.259
H -2.2503 5.0820 -5.9637 0.013 -0.235 -0.028
H -0.9156 4.8291 -2.5625 0.025 -0.037 0.086
H -2.3845 4.1052 -1.8899 0.092 -0.008 -0.064
H -2.4389 5.7306 -2.5418 -0.066 -0.025 -0.259
H -4.5329 4.2400 -5.6898 0.120 0.009 0.085
H -4.9870 2.8278 -6.6508 0.007 -0.208 0.247
H -3.4291 3.5348 -6.8878 0.193 -0.024 0.177
H -5.0078 3.0182 -3.5591 -0.121 0.039 -0.028
H -4.5739 1.2975 -3.5136 -0.003 0.035 -0.018
H -5.7196 1.8722 -4.7159 0.088 0.021 -0.086